Computed, not measured: a cluster of 3 separate species, C4H12ClO2 in total at a distorted geometry, with ωB97M-V/def2-TZVPD.

Gap between HOMO and LUMO: 8.110 eV
Net charge: -1
HOMO: -4.42 eV
LUMO: 3.693 eV

Structure (XYZ):
```
19
C4H12ClO2 | the Open Molecules 2025 dataset | ωB97M-V/def2-TZVPD
Cl -0.5432 0.5163 -0.9789
C -4.4042 -2.1327 1.4621
C -3.2642 -1.7237 0.5661
O -3.4022 -0.4287 0.0781
H -4.4102 -1.3887 1.9991
H -4.1202 -3.0327 2.1141
H -5.3242 -2.4487 0.9451
H -3.2562 -2.3697 -0.3059
H -2.2352 -1.7767 1.1651
H -2.5452 -0.2847 -0.0979
C 4.6338 2.1693 -0.9409
C 3.3308 1.4433 -0.3749
O 2.4778 1.5533 -1.4839
H 4.8818 1.5253 -1.7969
H 5.2908 2.1393 -0.2209
H 4.5408 3.2033 -1.2639
H 2.8218 1.6573 0.5611
H 3.6978 0.4693 -0.1079
H 1.8288 0.9093 -1.3189
```


Computed, not measured: an isolated molecule of C4H6ClNOS, with ωB97M-V/def2-TZVPD.

Gap between HOMO and LUMO: 9.393 eV
HOMO: -8.76 eV
LUMO: 0.635 eV
SMILES: O=C1NSCC[C@@H]1Cl

Structure (XYZ):
```
14
C4H6ClNOS | the Open Molecules 2025 dataset | ωB97M-V/def2-TZVPD
O -1.1185 2.4946 0.0946
C -0.4816 1.4806 -0.0204
N 0.7143 1.4586 -0.6904
S 2.0022 0.3054 -0.4934
C 0.9687 -1.1691 -0.3921
C -0.0681 -0.9954 0.7156
C -1.0671 0.1302 0.4216
Cl -2.2011 -0.3948 -0.8685
H 0.9852 2.3679 -1.0267
H 0.4905 -1.3351 -1.3469
H 1.6415 -2.0071 -0.1782
H -0.6159 -1.9227 0.8807
H 0.4391 -0.7615 1.6333
H -1.6892 0.3484 1.2708
```


Computed, not measured: a structure of composition C25H20As2F12N2O8PSTi at a distorted geometry, with ωB97M-V/def2-TZVPD.

Gap between HOMO and LUMO (alpha / beta): 6.232 / 6.217 eV
Net charge: -1
HOMO (alpha / beta): -5.84 / -5.84 eV
LUMO (alpha / beta): 0.394 / 0.380 eV

Structure (XYZ):
```
72
C25H20As2F12N2O8PSTi | the Open Molecules 2025 dataset | ωB97M-V/def2-TZVPD
Ti -1.0528 1.7312 0.4660
O 3.1929 3.2074 -3.9026
C 2.3856 2.9622 -2.8468
C 2.8507 2.3817 -1.6732
C 1.9481 2.1029 -0.6700
N 0.6463 2.3713 -0.7987
C 0.2414 3.0659 -1.8639
C 1.0582 3.3691 -2.9258
C -1.1557 3.6128 -1.6953
O -1.6374 4.4089 -2.4545
O -1.6887 3.1889 -0.5703
C 2.3631 1.5952 0.7004
O 3.5483 1.6191 0.9930
O 1.3789 1.1916 1.3980
H 4.0757 2.8716 -3.7114
H 3.8948 2.1527 -1.4993
H 0.6674 3.9186 -3.7695
O -1.9417 -0.4131 4.1503
S -0.8300 0.1449 3.4478
O -0.2030 1.2990 4.0484
O -1.1220 0.3712 1.9844
C 0.3883 -1.1444 3.3111
C 0.7762 -1.7401 4.5031
C 1.6557 -2.8073 4.4922
C 2.1208 -3.2994 3.2799
C 1.7266 -2.7059 2.0937
C 0.8765 -1.5984 2.0886
P 0.3541 -0.9439 0.4579
C -0.8249 -2.2279 -0.0426
C -0.4267 -3.3718 -0.7297
C -1.3611 -4.3391 -1.0555
C -2.6947 -4.1652 -0.7096
C -3.0931 -3.0257 -0.0277
C -2.1627 -2.0563 0.3095
C 1.7750 -1.1136 -0.6468
C 3.0958 -1.1069 -0.1990
C 4.1388 -1.1247 -1.1117
C 3.8752 -1.1317 -2.4743
C 2.5623 -1.1108 -2.9279
C 1.5155 -1.0957 -2.0222
H 0.3647 -1.3688 5.4326
H 1.9580 -3.2687 5.4232
H 2.7874 -4.1518 3.2552
H 2.0800 -3.1128 1.1554
H 0.6075 -3.5060 -1.0198
H -1.0486 -5.2237 -1.5959
H -3.4258 -4.9152 -0.9834
H -4.1324 -2.8736 0.2300
H -2.4892 -1.1611 0.8236
H 3.3142 -1.0605 0.8582
H 5.1590 -1.1129 -0.7505
H 4.6939 -1.1461 -3.1840
H 2.3455 -1.0983 -3.9883
H 0.4979 -1.0725 -2.3859
N -0.2874 3.1550 1.8725
H -0.1964 2.6733 2.7744
H -0.9476 3.9218 1.9612
H 0.6266 3.5071 1.6209
F -3.1404 1.1681 0.4013
As -4.2947 1.9677 1.5805
F -5.6366 1.3073 0.7436
F -4.3121 3.3495 0.5663
F -4.1727 0.5496 2.5361
F -2.7705 2.5553 2.2712
F -5.2179 2.7767 2.7805
F -1.3622 0.4613 -1.2535
As -2.2371 0.1526 -2.8828
F -3.5607 -0.4590 -1.9848
F -2.8462 1.7472 -2.7741
F -2.9760 -0.1352 -4.4034
F -0.7802 0.7547 -3.6099
F -1.5177 -1.4251 -2.8666
```


Computed values of energy relative to the best compared isomer or geometry (same formula, charge and spin) (unit: kJ/mol) for the preceding records, in sequence: 255.5 26.0 112.4.